Record 1
Density functional theory data (ωB97M-V/def2-TZVPD) for an isolated ion of composition C20H33N2O2 and charge +1.

Structure (XYZ):
```
57
Properties=species:S:1:pos:R:3:nbo_charge:R:1
C -7.94 -3.61 -0.53 -0.63
C -7.16 -2.52 -1.20 0.03
C -7.74 -1.76 -2.21 -0.24
C -7.02 -0.76 -2.84 -0.16
C -5.71 -0.50 -2.48 -0.35
C -5.12 -1.26 -1.48 0.39
O -3.83 -1.10 -1.03 -0.54
C -3.00 -0.17 -1.68 -0.09
C -1.61 -0.35 -1.06 0.06
O -1.67 -0.15 0.33 -0.75
C -0.60 0.64 -1.68 -0.22
N 0.69 0.72 -1.02 -0.44
C 1.32 -0.56 -0.79 -0.25
C 2.78 -0.33 -0.41 -0.22
N 2.84 0.49 0.83 -0.35
C 4.22 0.58 1.42 -0.03
C 4.15 1.02 2.89 -0.42
C 5.55 0.93 3.50 -0.39
C 6.53 1.80 2.72 -0.40
C 6.55 1.41 1.25 -0.39
C 5.15 1.51 0.64 -0.43
C 2.16 1.78 0.57 -0.24
C 0.71 1.52 0.19 -0.23
C -5.85 -2.26 -0.84 -0.30
H -8.93 -3.26 -0.25 0.22
H -8.07 -4.45 -1.22 0.23
H -7.43 -3.98 0.35 0.22
H -8.76 -1.95 -2.50 0.22
H -7.48 -0.18 -3.62 0.22
H -5.17 0.29 -2.98 0.22
H -2.95 -0.36 -2.76 0.19
H -3.35 0.86 -1.51 0.18
H -1.29 -1.38 -1.27 0.16
H -2.51 -0.54 0.63 0.50
H -1.03 1.64 -1.68 0.21
H -0.43 0.34 -2.72 0.21
H 1.28 -1.15 -1.71 0.24
H 0.82 -1.14 0.01 0.19
H 3.28 -1.28 -0.24 0.23
H 3.28 0.21 -1.21 0.23
H 2.25 0.01 1.53 0.43
H 4.62 -0.43 1.39 0.22
H 3.80 2.05 2.97 0.21
H 3.47 0.37 3.44 0.22
H 5.51 1.24 4.54 0.23
H 5.89 -0.11 3.48 0.20
H 7.53 1.70 3.14 0.23
H 6.23 2.85 2.82 0.20
H 7.22 2.07 0.70 0.23
H 6.93 0.39 1.14 0.20
H 4.81 2.54 0.71 0.21
H 5.19 1.22 -0.41 0.22
H 2.67 2.28 -0.26 0.23
H 2.21 2.41 1.46 0.23
H 0.22 2.47 -0.01 0.24
H 0.18 1.04 1.02 0.21
H -5.37 -2.83 -0.07 0.22
```

Calculated values
energy above the lowest of the compared OMol25 structures with the same formula, charge and spin = 8.02 kcal per mole
HOMO level = -10.43 eV
Kohn-Sham gap = 8.12 eV
E_LUMO = -2.3 eV
SMILES string = Cc1cccc(OC[C@H](O)CN2CC[NH+](C3CCCCC3)CC2)c1
net charge = +1

---

Record 2
Density functional theory data (ωB97M-V/def2-TZVPD) for one molecule with the formula C20H33N3O4S.

Structure (XYZ):
```
61
Properties=species:S:1:pos:R:3:nbo_charge:R:1
C 1.47 4.95 1.20 -0.62
C 0.56 3.78 1.56 -0.22
N -0.79 4.21 1.95 -0.90
S -2.03 4.29 0.94 2.35
O -2.96 5.24 1.48 -0.94
O -1.53 4.41 -0.40 -0.96
C -2.84 2.69 1.03 -0.77
C -1.88 1.57 0.65 0.68
O -1.18 1.08 1.52 -0.64
N -1.84 1.17 -0.64 -0.43
C -2.65 1.71 -1.72 -0.42
C -0.90 0.09 -0.95 -0.22
C 0.53 0.58 -1.19 -0.07
C 0.64 1.88 -1.99 -0.63
N 1.27 -0.52 -1.79 -0.62
C 2.57 -0.74 -1.46 0.69
O 3.24 0.08 -0.86 -0.63
C 3.11 -2.11 -1.81 -0.48
C 3.14 -2.98 -0.54 -0.23
C 3.77 -4.34 -0.84 -0.60
C 1.76 -3.08 0.07 -0.03
C 0.77 -3.89 -0.49 -0.24
C -0.51 -3.92 0.04 -0.17
C -0.85 -3.15 1.15 -0.06
C -2.25 -3.17 1.71 -0.42
C -3.09 -1.99 1.21 -0.60
C 0.13 -2.33 1.70 -0.16
C 1.41 -2.30 1.17 -0.22
H 2.46 4.58 0.93 0.22
H 1.06 5.50 0.35 0.22
H 1.57 5.64 2.04 0.20
H 0.46 3.11 0.71 0.22
H 0.96 3.19 2.38 0.21
H -0.93 4.69 2.82 0.42
H -3.13 2.55 2.06 0.27
H -3.72 2.77 0.39 0.25
H -2.83 2.77 -1.58 0.24
H -2.10 1.61 -2.65 0.22
H -3.60 1.17 -1.81 0.19
H -0.89 -0.63 -0.14 0.25
H -1.28 -0.40 -1.85 0.19
H 0.98 0.76 -0.21 0.22
H 0.07 2.68 -1.52 0.23
H 1.69 2.17 -2.04 0.23
H 0.28 1.75 -3.01 0.20
H 0.75 -1.31 -2.13 0.40
H 2.50 -2.59 -2.57 0.20
H 4.12 -1.99 -2.19 0.24
H 3.77 -2.46 0.19 0.22
H 3.79 -4.96 0.06 0.22
H 3.21 -4.88 -1.60 0.20
H 4.79 -4.22 -1.20 0.21
H 1.00 -4.51 -1.35 0.21
H -1.26 -4.57 -0.40 0.20
H -2.74 -4.10 1.44 0.20
H -2.20 -3.14 2.80 0.21
H -4.10 -2.02 1.62 0.21
H -2.63 -1.04 1.50 0.22
H -3.16 -2.00 0.12 0.20
H -0.11 -1.70 2.55 0.22
H 2.16 -1.64 1.61 0.22
```

Calculated values
energy above the lowest of the compared OMol25 structures with the same formula, charge and spin = 5.82 kcal per mole
HOMO level = -8.95 eV
Kohn-Sham gap = 9.57 eV
E_LUMO = 0.6 eV
SMILES string = CCNS(=O)(=O)CC(=O)N(C)C[C@H](C)NC(=O)C[C@H](C)c1ccc(CC)cc1

---

Record 3
Density functional theory data (ωB97M-V/def2-TZVPD) for one molecule with the formula C20H33N3O4S.

Structure (XYZ):
```
61
Properties=species:S:1:pos:R:3:nbo_charge:R:1
C -0.68 3.49 3.24 -0.62
C -2.03 3.10 2.66 -0.23
N -2.17 3.35 1.24 -0.90
S -1.66 2.28 0.16 2.36
O -1.53 2.98 -1.07 -0.95
O -0.56 1.54 0.70 -0.97
C -3.04 1.16 0.01 -0.78
C -2.93 -0.04 0.95 0.68
O -3.55 -0.03 2.01 -0.64
N -2.16 -1.07 0.56 -0.43
C -1.49 -1.18 -0.72 -0.39
C -1.91 -2.15 1.49 -0.23
C -0.81 -1.91 2.53 -0.06
C -1.27 -1.07 3.71 -0.60
N 0.41 -1.34 2.00 -0.62
C 1.38 -2.09 1.41 0.69
O 1.24 -3.29 1.20 -0.65
C 2.69 -1.38 1.13 -0.47
C 3.30 -1.70 -0.23 -0.25
C 4.75 -1.20 -0.26 -0.59
C 2.53 -1.13 -1.39 -0.04
C 2.34 0.24 -1.51 -0.16
C 1.68 0.78 -2.60 -0.22
C 1.17 -0.05 -3.60 -0.04
C 0.43 0.54 -4.77 -0.42
C -0.98 0.98 -4.40 -0.60
C 1.34 -1.42 -3.47 -0.17
C 2.02 -1.95 -2.38 -0.22
H -0.65 3.29 4.31 0.22
H 0.12 2.92 2.76 0.22
H -0.48 4.55 3.08 0.20
H -2.24 2.04 2.83 0.23
H -2.82 3.66 3.16 0.20
H -2.11 4.29 0.90 0.42
H -3.92 1.74 0.27 0.27
H -3.10 0.89 -1.04 0.26
H -1.61 -0.30 -1.33 0.21
H -0.42 -1.33 -0.58 0.22
H -1.88 -2.05 -1.26 0.20
H -2.84 -2.38 2.02 0.23
H -1.65 -3.03 0.90 0.22
H -0.55 -2.90 2.91 0.22
H -2.24 -1.41 4.07 0.23
H -0.55 -1.15 4.53 0.21
H -1.37 -0.02 3.43 0.20
H 0.50 -0.34 2.00 0.41
H 2.60 -0.30 1.28 0.20
H 3.37 -1.75 1.90 0.23
H 3.32 -2.78 -0.32 0.23
H 5.20 -1.42 -1.23 0.22
H 4.80 -0.12 -0.11 0.20
H 5.34 -1.68 0.52 0.21
H 2.72 0.91 -0.75 0.20
H 1.54 1.85 -2.67 0.21
H 0.99 1.40 -5.14 0.21
H 0.39 -0.18 -5.58 0.20
H -1.50 1.41 -5.26 0.21
H -1.57 0.14 -4.04 0.20
H -0.96 1.75 -3.62 0.22
H 0.95 -2.08 -4.23 0.20
H 2.14 -3.03 -2.29 0.21
```

Calculated values
energy above the lowest of the compared OMol25 structures with the same formula, charge and spin = 6.52 kcal per mole
HOMO level = -8.78 eV
Kohn-Sham gap = 9.30 eV
E_LUMO = 0.5 eV
SMILES string = CCNS(=O)(=O)CC(=O)N(C)C[C@H](C)NC(=O)C[C@H](C)c1ccc(CC)cc1

---

Record 4
Density functional theory data (ωB97M-V/def2-TZVPD) for C20H34AlBr6F18N3O24S10 as an isolated structure.

Structure (XYZ):
```
116
Properties=species:S:1:pos:R:3:lowdin_charge:R:1
Al 25.87 -2.68 2.46 1.37
C 21.16 -1.02 1.47 -0.66
F 20.24 -1.39 0.63 0.19
F 21.13 0.30 1.50 0.16
F 21.02 -1.55 2.68 0.16
S 22.95 -1.46 0.83 0.66
O 22.95 -1.22 -0.59 -0.28
O 23.86 -0.70 1.61 -0.35
N 23.39 -3.12 1.21 -0.29
S 22.22 -4.08 0.81 0.55
O 21.29 -4.36 1.88 -0.24
O 21.57 -3.75 -0.45 -0.29
C 23.17 -5.66 0.47 -0.66
F 23.78 -6.08 1.60 0.12
F 22.35 -6.64 0.13 0.16
F 24.07 -5.54 -0.51 0.13
C 27.43 0.62 5.41 -0.64
F 26.19 1.07 5.64 0.13
F 27.67 1.04 4.18 0.12
F 28.29 1.10 6.28 0.20
S 27.43 -1.29 5.51 0.66
O 28.40 -1.78 4.58 -0.28
O 27.65 -1.57 6.90 -0.23
N 25.85 -1.62 4.88 -0.29
S 24.98 -1.90 6.20 0.59
O 25.02 -3.29 6.56 -0.24
O 25.06 -0.96 7.30 -0.22
C 23.25 -1.59 5.42 -0.65
F 23.12 -0.29 5.26 0.17
F 23.10 -2.24 4.25 0.09
F 22.31 -2.07 6.21 0.17
C 28.66 0.70 1.22 -0.67
F 29.00 0.02 2.29 0.17
F 28.90 1.97 1.47 0.16
F 29.27 0.32 0.12 0.17
S 26.74 0.66 0.89 0.67
O 26.09 0.61 2.18 -0.32
O 26.38 1.76 0.04 -0.27
N 26.55 -0.98 0.28 -0.23
S 26.38 -0.80 -1.34 0.63
O 25.15 -0.19 -1.81 -0.28
O 27.62 -0.30 -1.92 -0.25
C 26.35 -2.64 -1.86 -0.67
F 27.35 -3.25 -1.24 0.14
F 25.24 -3.26 -1.48 0.13
F 26.41 -2.64 -3.17 0.17
O 31.14 -3.93 2.03 -0.26
S 30.39 -3.09 1.13 0.60
O 29.02 -2.73 1.37 -0.33
O 31.16 -1.71 0.86 -0.29
C 32.48 -1.39 1.28 -0.23
C 32.67 0.09 0.89 -0.05
C 30.52 -3.83 -0.44 -0.12
H 33.16 -1.98 0.65 0.12
H 32.61 -1.66 2.32 0.12
H 33.71 0.39 0.83 0.08
H 32.21 0.77 1.60 0.07
H 32.14 0.30 -0.04 0.06
H 30.15 -4.86 -0.46 0.09
H 31.58 -4.03 -0.61 0.09
H 30.08 -3.20 -1.21 0.05
O 27.93 5.06 -3.89 -0.26
S 28.31 3.70 -3.63 0.63
O 29.30 3.02 -4.42 -0.29
O 28.72 3.56 -2.05 -0.28
C 29.66 4.51 -1.53 -0.25
C 30.99 3.74 -1.26 -0.06
C 26.92 2.60 -3.43 -0.13
H 29.35 4.89 -0.56 0.12
H 29.85 5.35 -2.19 0.12
H 31.70 4.55 -1.07 0.08
H 31.31 3.33 -2.22 0.07
H 30.90 3.07 -0.42 0.06
H 26.43 2.79 -2.47 -0.01
H 27.22 1.56 -3.29 0.05
H 26.19 2.75 -4.22 0.07
O 31.53 -3.94 -4.81 -0.25
S 30.45 -3.08 -4.52 0.65
O 29.43 -3.37 -3.56 -0.31
O 31.06 -1.53 -4.28 -0.24
C 30.21 -0.66 -3.59 -0.33
C 31.00 0.57 -3.26 -0.07
C 29.53 -2.62 -6.11 -0.07
H 29.67 -1.08 -2.73 0.08
H 29.33 -0.30 -4.13 0.12
H 31.21 1.04 -4.23 0.09
H 31.95 0.44 -2.75 0.08
H 30.41 1.32 -2.74 0.05
H 29.30 -3.58 -6.57 0.06
H 30.24 -2.06 -6.71 0.07
H 28.63 -2.08 -5.84 0.06
O 22.74 6.60 2.79 -0.27
S 23.70 5.66 2.27 0.61
O 24.27 5.89 0.97 -0.30
O 24.83 5.46 3.39 -0.23
C 26.08 4.94 2.94 -0.29
C 26.72 3.99 3.90 -0.08
C 23.03 3.95 2.21 -0.10
H 26.80 5.71 2.64 0.13
H 26.00 4.36 2.02 0.11
H 25.94 3.26 4.11 0.08
H 26.94 4.38 4.90 0.09
H 27.68 3.61 3.54 0.08
H 22.28 3.88 1.43 0.06
H 22.81 3.61 3.22 0.07
H 23.77 3.24 1.82 0.05
C 22.57 1.65 -2.33 -1.54
Br 23.83 3.02 -1.76 0.67
Br 22.75 1.27 -4.24 0.56
Br 20.76 2.06 -1.70 0.57
H 22.79 0.70 -1.85 -0.08
C 22.33 -3.17 -3.46 -1.60
Br 23.37 -2.52 -4.94 0.58
Br 21.95 -5.04 -3.66 0.60
Br 20.63 -2.19 -3.34 0.57
H 22.77 -3.10 -2.47 -0.07
```

Calculated values
HOMO level = -10.08 eV
Kohn-Sham gap = 2.28 eV
E_LUMO = -7.8 eV

---

Record 5
Density functional theory data (ωB97M-V/def2-TZVPD) for C20H34CuN4OPS as an isolated structure.

Structure (XYZ):
```
62
Properties=species:S:1:pos:R:3:nbo_charge:R:1
Cu 1.22 -1.67 1.00 1.41
N 4.41 -3.16 -1.63 -0.82
C 3.34 -2.96 -0.76 0.27
S 3.70 -2.28 0.78 -0.47
N 2.19 -3.38 -1.22 -0.48
N 1.16 -3.20 -0.32 -0.37
C 0.12 -3.92 -0.48 0.10
C -1.06 -3.87 0.36 -0.23
C -2.21 -4.54 -0.08 -0.15
C -3.36 -4.60 0.67 -0.31
C -3.37 -3.98 1.92 -0.21
C -2.26 -3.32 2.39 -0.26
C -1.07 -3.22 1.63 0.38
O -0.05 -2.58 2.12 -0.80
H 5.20 -2.57 -1.44 0.39
H 4.14 -3.27 -2.59 0.38
H 0.13 -4.64 -1.31 0.18
H -2.17 -5.03 -1.05 0.19
H -4.24 -5.12 0.30 0.20
H -4.26 -4.02 2.54 0.20
H -2.26 -2.84 3.36 0.21
C 1.57 3.04 2.00 -0.62
C 0.24 2.85 1.25 -0.38
C -0.11 4.14 0.50 -0.61
C -0.81 2.64 2.35 -0.61
P 0.37 1.25 0.23 1.87
N 1.15 0.19 1.02 -1.64
C -1.41 0.75 -0.24 -0.38
C -2.35 1.86 -0.71 -0.61
C -1.34 -0.32 -1.34 -0.61
C -2.04 0.04 0.98 -0.62
C 1.31 1.68 -1.37 -0.37
C 2.58 2.47 -1.01 -0.61
C 1.83 0.37 -1.98 -0.62
C 0.54 2.47 -2.43 -0.61
H 1.44 3.81 2.76 0.19
H 2.38 3.35 1.35 0.21
H 1.86 2.10 2.47 0.26
H -0.22 4.95 1.22 0.20
H -1.05 4.06 -0.06 0.21
H 0.67 4.43 -0.20 0.20
H -0.72 3.45 3.08 0.19
H -0.64 1.70 2.87 0.24
H -1.83 2.66 1.97 0.20
H -1.97 2.40 -1.57 0.21
H -2.57 2.58 0.08 0.20
H -3.30 1.40 -1.01 0.20
H -1.03 0.08 -2.30 0.20
H -2.33 -0.76 -1.46 0.20
H -0.66 -1.13 -1.06 0.23
H -2.37 0.74 1.74 0.20
H -1.33 -0.65 1.44 0.25
H -2.91 -0.53 0.64 0.20
H 3.13 1.96 -0.22 0.24
H 2.37 3.49 -0.71 0.19
H 3.22 2.51 -1.90 0.20
H 2.44 -0.16 -1.25 0.25
H 2.45 0.61 -2.85 0.19
H 1.04 -0.31 -2.31 0.21
H 0.14 3.41 -2.05 0.21
H -0.28 1.90 -2.86 0.20
H 1.22 2.71 -3.25 0.20
```

Calculated values
HOMO level (alpha / beta) = -4.18 / -4.07 eV
Kohn-Sham gap (alpha / beta) = 6.94 / 6.81 eV
spin multiplicity = 2
E_LUMO (alpha / beta) = 2.8 / 2.7 eV
net charge = -1

---

Record 6
Density functional theory data (ωB97M-V/def2-TZVPD) for C20H34MnNO6P2S2 as an isolated structure.

Structure (XYZ):
```
66
Properties=species:S:1:pos:R:3:nbo_charge:R:1
Mn -1.64 0.32 -2.11 1.53
C 3.78 -2.86 -0.48 -0.64
C 2.86 -3.43 -1.53 0.12
C 2.08 -4.65 -1.09 -0.64
O 1.95 -2.39 -2.06 -0.83
P 0.95 -1.41 -1.39 2.47
O -0.05 -0.97 -2.42 -1.17
C 0.16 -2.19 0.01 -1.28
P -1.16 -1.24 0.77 2.49
O -2.01 -0.59 -0.27 -1.17
O -2.02 -2.23 1.61 -0.83
C -1.52 -2.94 2.80 0.11
C -1.36 -4.40 2.43 -0.63
C -2.52 -2.70 3.90 -0.63
O -0.39 -0.31 1.75 -0.84
C -1.12 0.64 2.62 0.10
C -1.28 1.95 1.88 -0.64
C -0.30 0.73 3.88 -0.63
O 1.73 -0.24 -0.71 -0.84
C 2.33 0.88 -1.48 0.10
C 1.98 2.14 -0.72 -0.63
C 3.82 0.64 -1.59 -0.63
H 4.50 -3.63 -0.19 0.24
H 3.24 -2.57 0.42 0.20
H 4.34 -2.00 -0.85 0.23
H 3.44 -3.68 -2.42 0.21
H 1.65 -4.52 -0.09 0.20
H 2.75 -5.50 -1.05 0.24
H 1.28 -4.88 -1.80 0.24
H 0.92 -2.44 0.75 0.29
H -0.31 -3.11 -0.34 0.30
H -0.56 -2.50 3.06 0.18
H -2.30 -4.80 2.05 0.23
H -1.07 -4.97 3.31 0.23
H -0.59 -4.54 1.67 0.20
H -3.50 -3.06 3.60 0.23
H -2.59 -1.64 4.15 0.22
H -2.21 -3.24 4.80 0.23
H -2.10 0.21 2.83 0.19
H -0.32 2.43 1.73 0.22
H -1.91 2.61 2.49 0.24
H -1.78 1.82 0.92 0.22
H 0.70 1.10 3.65 0.22
H -0.22 -0.24 4.37 0.22
H -0.78 1.42 4.58 0.23
H 1.87 0.88 -2.46 0.20
H 2.33 2.06 0.31 0.22
H 0.90 2.31 -0.70 0.21
H 2.45 3.00 -1.19 0.23
H 4.26 0.52 -0.60 0.22
H 4.28 1.50 -2.08 0.24
H 4.03 -0.24 -2.19 0.22
S -3.91 0.48 -3.04 -0.29
C -3.35 2.09 -2.87 -0.11
N -2.07 2.35 -2.61 -0.72
C -1.83 3.72 -2.46 0.19
C -0.60 4.32 -2.23 -0.26
C -0.54 5.70 -2.12 -0.19
C -1.69 6.48 -2.26 -0.21
C -2.92 5.89 -2.50 -0.20
C -2.97 4.51 -2.60 -0.25
S -4.35 3.49 -2.92 0.47
H 0.30 3.71 -2.16 0.21
H 0.42 6.18 -1.95 0.22
H -1.62 7.56 -2.18 0.23
H -3.81 6.50 -2.62 0.23
```

Calculated values
energy above the lowest of the compared OMol25 structures with the same formula, charge and spin = 1.86 kcal per mole
HOMO level (alpha / beta) = -10.23 / -10.28 eV
Kohn-Sham gap (alpha / beta) = 8.31 / 8.15 eV
spin multiplicity = 6
E_LUMO (alpha / beta) = -1.9 / -2.1 eV
net charge = +1

---

Record 7
Density functional theory data (ωB97M-V/def2-TZVPD) for C20H34N6O6RuSSe as an isolated structure.

Structure (XYZ):
```
69
Properties=species:S:1:pos:R:3:nbo_charge:R:1
Ru 0.80 -0.67 0.24 1.70
N -0.99 0.84 -0.11 -0.82
C -1.25 1.68 1.06 -0.24
C 0.07 2.05 1.72 -0.23
N 0.76 0.82 2.10 -0.65
C 2.12 1.01 2.64 -0.24
C 2.85 -0.32 2.57 -0.23
N 2.94 -0.73 1.16 -0.85
H -0.75 1.38 -0.94 0.40
H -1.80 0.27 -0.35 0.41
H -1.84 1.10 1.76 0.22
H -1.81 2.58 0.81 0.21
H -0.10 2.70 2.58 0.21
H 0.71 2.58 1.01 0.21
H 0.20 0.33 2.79 0.41
H 2.09 1.39 3.66 0.21
H 2.63 1.74 2.01 0.23
H 2.29 -1.09 3.11 0.22
H 3.84 -0.23 3.03 0.21
H 3.30 -1.67 1.08 0.41
H 3.55 -0.08 0.65 0.43
Se -0.82 0.12 -3.90 -0.19
C -0.20 -0.85 -2.56 0.14
N 0.22 -1.49 -1.67 -0.66
C -2.09 2.96 4.58 -0.64
C -1.56 1.57 4.79 0.01
C -0.30 1.35 5.34 -0.25
C 0.16 0.07 5.59 -0.20
C -0.64 -1.02 5.27 -0.29
C -1.90 -0.83 4.72 -0.19
C -2.35 0.46 4.47 -0.22
S -0.10 -2.65 5.69 2.31
O -1.27 -3.46 5.81 -0.93
O 0.86 -2.51 6.74 -0.93
N 0.75 -3.18 4.37 -0.90
C 0.17 -4.23 3.52 -0.22
C -0.86 -3.66 2.56 -0.53
C -0.29 -2.56 1.72 0.82
O 0.90 -2.64 1.30 -0.72
O -0.98 -1.54 1.42 -0.71
H -1.29 3.70 4.57 0.22
H -2.77 3.23 5.38 0.25
H -2.65 3.04 3.64 0.22
H 0.31 2.20 5.61 0.22
H 1.12 -0.10 6.06 0.25
H -2.54 -1.68 4.52 0.25
H -3.34 0.61 4.05 0.22
H 1.70 -3.37 4.67 0.42
H -0.27 -5.02 4.11 0.22
H 1.00 -4.64 2.95 0.22
H -1.74 -3.29 3.09 0.24
H -1.20 -4.45 1.89 0.26
O 3.76 1.60 -0.31 -0.68
C 2.91 1.51 -1.18 0.79
O 1.73 1.02 -1.09 -0.82
C 3.29 2.06 -2.57 -0.16
N 2.16 1.81 -3.54 -0.55
C 1.63 3.13 -4.02 -0.22
C 2.07 4.09 -2.92 -0.42
C 3.46 3.58 -2.56 -0.41
H 4.18 1.53 -2.90 0.25
H 1.42 1.30 -3.02 0.49
H 2.43 1.20 -4.31 0.44
H 0.56 3.04 -4.17 0.24
H 2.11 3.36 -4.96 0.22
H 1.39 4.02 -2.07 0.21
H 2.06 5.12 -3.27 0.25
H 3.82 3.92 -1.59 0.26
H 4.18 3.89 -3.32 0.22
```

Calculated values
energy above the lowest of the compared OMol25 structures with the same formula, charge and spin = 0.00 kcal per mole
HOMO level (alpha / beta) = -11.00 / -11.25 eV
Kohn-Sham gap (alpha / beta) = 8.78 / 7.04 eV
spin multiplicity = 6
E_LUMO (alpha / beta) = -2.2 / -4.2 eV
net charge = +1

---

| no. | M (g mol⁻¹) | calculated total energy (eV) |
| --- | --- | --- |
| 1 | 333.50 | -28345.17796 |
| 2 | 411.57 | -44772.71997 |
| 3 | 411.57 | -44772.68937 |
| 4 | 1869.53 | -659005.31595 |
| 5 | 473.11 | -94065.41902 |
| 6 | 565.51 | -106638.56947 |
| 7 | 666.63 | -121276.58579 |